Here is a 4-piece molecular cluster, C35H73N3O6S overall from the OMol25 dataset. Energies are from wB97M-V/def2-TZVPD.

Last column: Mulliken spin population.
Element x y z (Å)
S -2.4515 -1.4603 -0.2756  0.000
O -0.5493 -0.0158 0.5329  -0.002
O -0.2014 -7.2260 2.3929  0.538
O 4.4029 -1.1269 -1.7301  0.000
O 1.8792 0.9243 -0.3466  0.000
O -4.0111 -0.2060 -4.2213  0.496
O 0.7255 3.3863 3.1661  0.466
N 0.8029 -6.4637 2.1788  0.396
N -4.1731 0.9490 -4.7532  0.431
N 1.0367 4.5978 3.4399  0.468
C 1.6274 -7.2709 0.0289  0.037
C 0.3174 0.5850 1.5178  0.010
C -2.3879 1.1213 -6.4244  0.036
C 1.3012 1.4939 0.7936  -0.007
C -3.0193 3.1743 -5.1014  0.020
C -6.3576 -0.0005 -5.2975  -0.005
C 1.3784 -4.0108 2.0921  0.046
C -4.7663 0.6192 -7.1355  0.029
C 3.2493 3.7941 2.8354  -0.030
C 0.3941 -5.1133 1.6766  -0.018
C -4.1001 -0.8913 -0.7381  0.020
C -1.8978 1.3001 -3.9699  -0.025
C -5.9756 2.3804 -5.7692  0.026
C 5.3031 -2.3268 0.2035  0.000
C 0.3410 4.8440 5.7634  0.035
C 3.0958 0.2300 -0.1376  0.000
C 2.0616 -8.5625 2.1454  -0.002
C -5.3024 1.0051 -5.7465  -0.009
C 0.2260 -5.1687 0.1506  0.032
C 2.7900 4.5222 5.1930  0.032
C -0.9415 -4.7800 2.3329  -0.013
C 5.5602 -1.3475 -0.9386  0.000
C -1.8063 -0.3169 1.0018  0.001
C -1.3602 4.8202 3.9071  0.007
C 1.9538 -7.1773 1.5202  0.002
C 1.3330 -5.9090 -0.6033  -0.021
C 0.0311 5.2767 4.3296  0.007
C 2.9859 6.1922 3.2913  0.018
C -3.4356 1.2668 -7.5252  -0.016
C 3.2960 -6.4809 1.7459  0.021
C -2.8775 1.6512 -5.0766  0.015
C 0.0557 6.8017 4.1998  0.009
C 1.7845 5.1380 6.1680  -0.020
C 2.5079 4.7983 3.7077  0.002
C 3.7657 0.1031 -1.5098  0.000
H -2.0934 5.2769 4.5725  0.000
H -4.0672 -0.6940 -1.8156  -0.011
H -0.8812 -4.8441 3.4190  -0.005
H -7.2288 0.1046 -5.9454  0.000
H 1.9664 4.7251 7.1613  0.002
H -2.6943 -2.5715 0.4376  0.000
H -5.5344 0.8776 -7.8678  0.000
H 3.4219 -5.5616 1.1888  -0.005
H 4.0812 -7.1594 1.4108  0.001
H -0.2614 1.2209 2.2025  0.006
H 0.1515 3.7699 5.8541  0.003
H 3.7977 4.8818 5.4122  0.000
H 4.3264 3.9540 2.9022  0.000
H -1.2082 -3.7488 2.0689  0.000
H 2.2388 -5.2987 -0.6544  0.001
H -1.8299 -0.8279 1.9764  0.000
H -4.8222 -1.6801 -0.5151  -0.001
H 4.0729 6.2200 3.3629  0.000
H 1.9467 6.2148 6.2590  -0.001
H -2.3000 1.6632 -3.0197  0.007
H -4.3448 0.0043 -0.1641  0.001
H 5.9395 -0.3881 -0.5587  0.000
H 3.0406 2.7762 3.1541  0.010
H 0.7991 -0.2139 2.0945  -0.003
H 2.8651 -9.1071 1.6483  0.000
H -0.8184 7.1923 4.7217  0.001
H -6.6666 0.1925 -4.2698  -0.001
H 2.9489 3.9020 1.7926  0.002
H -0.3559 5.3511 6.4348  0.001
H -6.8685 2.3173 -6.3904  0.001
H -4.6537 -0.4682 -7.1698  0.002
H -1.5742 5.1419 2.8865  -0.001
H -3.5125 3.5392 -4.1995  -0.010
H -2.1351 0.0626 -6.3112  0.000
H 0.9532 -3.0402 1.8261  0.005
H -2.0158 3.6001 -5.1362  0.000
H 0.9226 7.2732 4.6472  -0.001
H -0.9286 1.7694 -4.1367  -0.001
H 1.0139 -6.0553 -1.6363  0.002
H -2.4884 0.5450 1.0121  0.000
H 3.4570 -6.2739 2.8046  -0.007
H 2.0452 1.7983 1.5442  0.000
H -0.0078 7.1083 3.1553  -0.008
H 2.4641 -7.7555 -0.4795  0.001
H 1.1391 -9.1258 2.0440  0.002
H 0.7753 2.4026 0.4827  -0.004
H 4.5836 -3.0805 -0.1386  0.000
H -1.7645 0.2247 -3.8973  0.002
H 6.3272 -1.7493 -1.6120  0.000
H 2.6045 6.9974 3.9076  0.002
H 4.9089 -1.8396 1.1021  0.000
H 2.3022 -8.4848 3.2064  -0.002
H -1.4648 3.7402 3.9594  0.004
H 0.1443 -4.1388 -0.2150  0.003
H -0.7269 -5.6612 -0.0701  0.001
H -3.5512 3.5568 -5.9645  0.000
H 2.7089 6.3929 2.2551  -0.011
H 1.5323 -4.0325 3.1721  -0.021
H 2.9217 -0.7725 0.2841  0.000
H 0.7561 -7.9205 -0.0955  0.004
H 4.4780 0.9271 -1.6661  0.000
H -6.2842 2.6670 -4.7623  -0.013
H -5.9985 -1.0237 -5.3604  0.003
H -3.0674 0.7838 -8.4314  0.002
H 2.9748 0.1903 -2.2619  0.000
H -1.7403 -5.4412 2.0070  0.003
H 6.2312 -2.8356 0.4877  0.000
H -5.3602 3.1742 -6.1755  0.001
H 3.7123 0.8061 0.5701  0.000
H 2.3474 -4.0739 1.6095  -0.002
H -1.4670 1.6455 -6.6900  0.000
H 2.8038 3.4384 5.3436  0.003
H -3.5801 2.3184 -7.7855  -0.001

Cartesian forces, eV/Å:
0.346 -0.151 -0.646
-0.117 -0.004 0.051
0.004 -0.080 0.303
-0.057 -0.094 0.067
-0.008 0.064 -0.033
-0.132 0.080 0.430
-0.087 -0.011 -0.301
-0.174 -0.090 -0.571
0.242 -0.240 -0.596
0.099 -0.191 0.630
-0.077 0.058 -0.173
-0.025 0.214 0.115
-0.099 -0.132 -0.159
-0.082 0.143 0.391
0.006 -0.005 0.041
-0.055 -0.050 -0.107
0.072 -0.143 0.069
0.100 -0.098 -0.051
0.148 -0.145 0.028
0.181 0.329 0.174
-0.354 -0.124 0.023
-0.021 -0.113 0.245
0.072 0.038 0.130
0.037 -0.073 0.044
0.094 -0.053 0.137
0.029 -0.024 0.108
-0.075 -0.079 -0.044
-0.185 0.152 0.103
-0.133 -0.076 -0.159
-0.087 -0.129 0.086
-0.240 0.123 -0.060
0.303 0.003 -0.030
0.080 0.132 0.264
-0.031 -0.096 0.033
0.190 0.046 0.188
0.078 0.035 0.134
-0.066 0.242 -0.189
-0.137 0.019 -0.064
-0.057 0.070 0.030
0.003 -0.019 0.077
-0.010 0.179 0.146
-0.009 -0.006 -0.034
0.022 0.066 -0.063
0.077 0.188 -0.237
-0.087 0.160 -0.072
0.006 0.019 -0.011
-0.003 0.062 0.143
0.052 0.019 -0.002
0.002 -0.017 0.011
0.019 0.035 0.019
-0.194 0.087 0.218
0.000 -0.050 -0.023
0.012 0.079 -0.088
0.009 -0.005 0.046
0.115 -0.134 -0.048
-0.013 -0.002 -0.067
0.013 -0.032 0.030
-0.035 0.115 0.069
0.047 0.019 0.008
0.009 -0.016 0.070
0.042 0.054 -0.173
0.130 0.141 -0.063
0.010 -0.035 -0.020
-0.023 0.010 -0.054
0.119 -0.010 0.052
0.051 -0.115 -0.122
0.001 -0.121 -0.038
0.017 -0.016 -0.012
-0.005 0.028 -0.136
0.012 0.014 0.011
-0.021 0.010 -0.037
-0.019 0.034 -0.010
0.034 0.022 -0.007
0.015 -0.007 0.023
-0.016 -0.032 0.016
0.044 0.004 0.071
0.003 -0.008 -0.001
-0.014 -0.009 -0.005
-0.008 0.006 0.064
-0.038 -0.011 0.000
-0.002 0.007 0.043
-0.010 -0.007 0.043
-0.066 0.065 -0.094
0.022 0.025 -0.019
0.026 -0.110 0.037
-0.013 0.005 -0.001
-0.102 -0.035 -0.271
0.016 -0.009 -0.004
-0.009 0.014 -0.028
-0.003 0.004 -0.018
0.032 -0.165 -0.041
0.166 0.078 0.098
0.094 0.005 -0.004
-0.155 0.003 0.119
0.034 -0.002 0.042
-0.036 -0.055 -0.173
-0.009 -0.002 -0.001
0.009 -0.002 0.031
-0.001 -0.015 -0.048
0.019 -0.053 0.072
0.031 -0.009 -0.031
0.000 0.023 0.009
0.021 0.007 -0.008
-0.019 0.132 -0.104
-0.004 -0.008 0.063
-0.140 -0.042 0.026
0.002 0.024 -0.011
0.019 0.001 0.012
-0.013 0.034 -0.031
0.140 -0.047 0.107
0.047 -0.037 -0.005
-0.154 0.084 -0.038
-0.001 -0.012 -0.054
0.000 -0.178 -0.061
-0.009 0.007 -0.046
-0.010 0.002 -0.022
-0.064 -0.003 -0.044
-0.010 0.014 0.062

Values from the calculation:
**HOMO level (spin up / spin down)**: -9.96 / -11.15 eV
**Electronic energy**: -65056.6800 eV
**2S+1**: 4
**F_max**: 0.75 eV Å⁻¹
**Net charge**: +1
**Orbital gap (spin up / spin down)**: 7.1 / 8.3 eV

---

Here is a 5-piece molecular cluster, C35H73N4O4 overall from the OMol25 dataset. Energies are from wB97M-V/def2-TZVPD.

Last column: Mulliken charge in e.
Element x y z (Å)
O -0.3528 -1.0049 0.6927  -0.332
O 2.8926 0.9452 -0.8099  0.398
O -1.0550 3.6164 -2.3267  -0.323
O 2.1796 -2.3635 -1.2897  -0.384
N 0.9675 -2.5916 -1.7086  1.211
N -3.5626 -3.4705 2.5152  0.541
N -1.3302 4.2270 -1.2193  0.889
N 3.9933 1.1426 -0.0826  0.358
C -1.1641 3.2839 -0.0016  1.155
C 4.0633 0.5458 1.3396  1.560
C 3.6063 -0.9355 1.1507  -1.963
C -1.6100 -3.2247 -2.7797  -1.192
C -1.3369 5.3844 1.4494  -0.620
C 0.3218 2.8795 0.2599  -1.040
C 1.1114 -0.4374 -2.8909  -2.136
C 6.2549 2.2505 0.1524  -1.048
C 0.4226 -3.9899 -1.3270  1.815
C -1.7415 6.3820 -2.2327  -1.781
C -1.7021 6.2722 0.2591  -1.120
C 3.2145 1.2910 2.3159  -1.313
C 0.4256 5.8930 -1.1008  -1.559
C -2.9920 -2.1409 2.0646  0.055
C 0.4910 -1.8490 -2.9331  1.651
C 6.2929 1.8050 1.6550  -0.637
C 4.0997 3.6680 0.1164  -1.399
C 0.6414 -4.2453 0.1725  -1.930
C -4.8259 -3.9404 1.7439  -0.837
C -3.9256 -3.0832 3.9202  -0.597
C -1.1165 -3.8616 -1.4892  -0.468
C -4.5054 -1.6477 3.8790  -0.796
C -5.8067 -4.8159 -0.3557  -1.651
C 4.7672 2.3949 -0.4487  0.784
C 0.9793 -2.4413 -4.2441  -1.764
C 0.9801 -5.0772 -2.2617  -1.572
C -1.9021 1.9085 -0.3616  -1.523
C -1.0445 -1.7998 -2.9346  -0.554
C 5.5479 0.5202 1.8655  -1.200
C -3.7954 -1.0210 2.6424  -0.849
C -2.4729 -4.5410 2.5399  -0.764
C -4.5902 -4.2032 0.2993  0.403
C 4.9055 2.3743 -1.9965  -1.635
C -1.9035 3.9706 1.1961  -1.378
C -1.1000 5.7510 -1.0741  1.353
H -1.2539 6.1883 -3.1869  0.426
H -5.5665 -1.6784 3.6311  0.305
H -5.5916 -3.1695 1.8344  0.443
H 2.1969 -0.4304 -2.9717  0.501
H 0.1743 -0.2535 1.0095  -0.246
H -5.8486 -5.8440 0.0093  0.396
H 0.8318 2.6685 -0.6791  0.370
H 0.7762 0.1968 -2.0696  0.055
H 0.2171 -3.4999 0.8459  0.160
H 1.7118 -4.3256 0.3651  0.505
H -2.0579 -4.6863 1.5442  0.060
H -5.2019 -4.8000 2.2991  0.456
H 3.4968 2.3059 2.5973  0.347
H -1.3606 -3.8625 -3.6282  0.435
H 2.0331 -4.8696 -2.4723  0.398
H 1.1129 -6.0630 -1.8174  0.468
H -6.8167 -4.4417 -0.1916  0.380
H -2.9613 -2.1062 0.9775  -0.354
H 6.7631 3.2009 -0.0084  0.436
H 0.1992 -5.1707 0.5433  0.471
H -2.1215 1.4714 0.6106  0.316
H -1.4614 -1.3503 -3.8352  0.562
H -1.4533 -4.8980 -1.4372  0.593
H -1.3894 -1.2118 -2.0820  -0.207
H -2.9240 -5.4781 2.8653  0.375
H 0.2567 1.9578 0.8394  -0.106
H 5.5190 1.5015 -2.2129  0.441
H 0.7759 6.9268 -1.1173  0.506
H 5.9840 2.6015 2.3339  0.353
H 2.5272 -1.0446 1.0361  0.136
H -1.7650 3.2044 1.9599  0.563
H 0.7002 0.0647 -3.7679  0.574
H -4.5937 -0.7269 1.9596  0.358
H 4.1774 3.8184 1.1908  0.376
H 4.5755 4.5364 -0.3422  0.529
H -5.6182 -4.8822 -1.4269  0.388
H -3.0961 -2.9305 4.6101  0.413
H 0.8762 3.5484 0.9179  0.650
H 5.4058 3.3100 -2.2444  0.427
H -1.7058 5.7602 2.4025  0.424
H -4.3013 -3.3009 -0.2440  0.165
H -2.0113 -1.9627 2.5054  0.404
H -1.6807 -4.3001 3.2464  0.440
H 0.7059 -3.4677 -4.4855  0.285
H 6.0459 -0.3120 1.3647  0.425
H -3.7331 -4.8477 0.0972  0.061
H -2.6969 -3.1505 -2.7349  0.519
H 6.8187 1.5273 -0.4377  0.432
H 4.1595 -1.4839 0.3894  0.538
H 0.7323 -1.8230 -5.1059  0.462
H -4.6577 -3.7549 4.3668  0.381
H -1.3355 7.2742 0.4848  0.489
H 3.3421 0.7361 3.2465  0.489
H -1.5627 -3.2943 -0.6712  -0.429
H 0.9482 5.5100 -0.2244  0.265
H 2.1384 1.3922 2.1712  0.088
H -1.2662 1.2374 -0.9378  0.086
H 3.8030 -1.4853 2.0726  0.496
H 0.6034 -5.0969 -3.2827  0.262
H 2.0685 -2.5133 -4.2706  0.439
H -2.9807 4.0802 1.0633  0.392
H -3.2732 -0.0982 2.8892  0.358
H 7.3474 1.7165 1.9190  0.488
H 5.6293 0.2228 2.9111  0.481
H 3.1093 3.7557 -0.3332  0.284
H 3.9422 2.3633 -2.5033  0.333
H -2.7386 2.1017 -1.0327  0.487
H -1.6734 7.4536 -2.0393  0.427
H -2.8051 6.1449 -2.2524  0.460
H -4.4272 -1.1157 4.8251  0.397
H -2.7823 6.4144 0.2077  0.392
H -0.2626 5.2116 1.5193  0.296
H 0.9477 5.5064 -1.9768  0.417

Cartesian forces, eV/Å:
0.099 -0.025 -0.324
6.720 0.335 4.400
-2.246 3.939 5.070
-6.067 -0.615 -2.019
6.726 -1.025 1.118
0.749 0.480 1.097
4.714 -4.372 -3.635
-6.995 1.860 -2.035
-2.382 -0.800 -0.222
1.218 -2.651 -0.705
-0.374 0.134 0.919
0.143 0.218 -0.003
-0.090 -1.539 -0.053
-0.623 0.427 0.344
-0.688 0.367 -0.321
-1.211 -0.349 0.690
-2.711 0.599 1.003
-0.584 1.234 -0.873
0.370 -0.404 0.664
-1.110 1.109 1.245
1.464 0.094 0.172
0.848 0.538 -0.892
-0.442 2.192 0.113
0.614 1.153 -1.069
-0.331 0.025 -0.986
1.161 -0.066 0.230
0.603 0.617 0.957
-1.390 1.057 1.491
-0.063 -0.290 -0.403
-0.573 -0.466 -1.215
0.027 -1.447 -0.287
2.627 -0.716 -0.422
1.565 -1.566 -0.517
2.092 0.795 -0.491
0.808 1.480 -0.437
-0.311 -0.934 0.765
-0.053 -0.278 -0.854
-2.161 0.370 0.498
-0.750 -0.133 -0.183
0.454 0.527 -0.930
-0.324 0.541 1.156
0.784 -0.141 -0.581
-0.183 -0.098 0.535
-0.132 -0.166 0.053
-0.074 -0.053 0.288
0.205 0.196 0.226
-0.085 -0.140 0.061
-0.057 -0.315 -0.185
-0.170 -0.170 -0.168
0.053 0.089 0.053
0.051 -0.509 0.446
0.128 0.657 -0.573
0.012 0.001 0.187
-0.095 0.230 0.037
0.202 -0.171 -0.105
0.636 -0.049 -0.402
-0.061 0.136 -0.153
0.239 0.354 0.213
-0.962 0.047 0.261
0.330 0.711 0.179
0.443 -0.121 0.143
-0.190 0.103 0.115
-0.029 -0.334 -0.777
-0.346 -0.270 -0.332
0.500 0.102 -0.143
-0.270 0.014 0.096
0.118 0.107 0.114
-0.124 0.060 -0.032
-0.174 -0.193 -0.256
-0.081 0.180 -0.547
-0.893 0.397 0.076
-0.483 0.053 -0.136
-0.042 0.202 -0.473
0.057 0.547 0.612
0.195 -0.047 -0.193
0.080 0.142 -0.120
-0.333 -0.324 -0.084
0.629 -0.263 -0.021
-0.233 0.028 -0.015
0.638 -1.008 -0.587
0.006 0.378 -0.406
0.241 -0.240 -0.247
0.060 0.217 -0.145
-0.235 0.395 0.260
0.395 -0.991 -0.523
-0.190 0.425 -0.091
-0.600 0.178 0.214
0.126 0.136 -0.337
-0.108 -0.368 0.324
-0.029 -0.125 -0.093
-0.172 -0.158 -0.055
-0.056 0.361 -0.243
-0.425 0.211 0.363
0.293 -0.360 -0.171
0.334 0.039 -0.537
-0.085 -0.181 -0.038
0.358 -0.024 0.285
-0.338 -0.300 0.052
0.006 -0.599 -0.637
0.279 -0.005 0.379
0.248 0.272 0.192
-0.785 -0.247 0.410
0.159 0.284 0.257
-0.054 -0.432 -0.468
0.532 -0.369 -0.138
0.025 -0.398 -0.054
-0.766 0.108 0.094
-0.417 -0.239 0.683
0.101 -0.142 -0.018
-0.478 -0.008 0.598
-0.054 0.093 -0.236
0.018 -0.037 -0.256
0.338 -0.146 -0.073
-0.087 -0.345 -0.276
0.125 0.708 0.246
-0.573 -0.488 -0.185

Values from the calculation:
**HOMO level**: -14.34 eV
**Electronic energy**: -51594.2977 eV
**F_max**: 8.04 eV Å⁻¹
**Net charge**: +3
**Orbital gap**: 3.8 eV
**ΔE to the lowest compared entry with this formula, charge and spin**: 0.754 eV